# 1
Density functional theory data (ωB97M-V with the def2-TZVPD basis set) for 2 unconnected molecules or ions with the total composition C4H8O2S in a non-equilibrium geometry.

The geometry in XYZ format:
```
15
C4H8O2S (ωB97M-V with the def2-TZVPD basis set)
C 3.2593 0.6462 -0.2277
C -0.4544 -0.4502 -0.0180
C -1.6784 -2.5022 0.3057
C -0.8235 2.1906 -0.2042
O 3.5475 0.3067 0.8985
O -0.4795 -1.7321 0.1433
S -1.8215 0.6483 -0.0923
H 2.1859 0.7339 -0.4936
H 4.0949 0.9291 -0.7798
H -1.6223 -3.1281 1.2956
H -1.8103 -3.2418 -0.4452
H -2.5460 -1.7875 0.2079
H -0.8349 2.5386 -1.2797
H 0.3159 1.9258 0.2150
H -1.3329 2.9227 0.4745
```

For the HOMO energy, the calculation gives -8.09 eV. For the energy, the calculation gives -705.71150 a.u. For the energy relative to the best compared isomer or geometry (same formula, charge and spin), the calculation gives 115.5 kcal per mole. Its orbital gap is 8.84 eV.

Atom charges from the Löwdin analysis, given in e for atoms 1 to 8: atom 1 (C): -0.123, atom 2 (C): -0.439, atom 3 (C): -0.079, atom 4 (C): -0.419, atom 5 (O): -0.025, atom 6 (O): -0.200, atom 7 (S): 0.776, atom 8 (H): 0.051

***

# 2
Density functional theory data (ωB97M-V with the def2-TZVPD basis set) for a single C4H8O2S molecule in a non-equilibrium geometry.

The geometry in XYZ format:
```
15
C4H8O2S (ωB97M-V with the def2-TZVPD basis set)
C -0.1401 1.3434 0.1671
C -0.1880 -0.1679 -0.1699
C 1.0931 -0.9075 0.0131
C -1.4862 -0.8950 -0.0479
H -0.2916 2.3509 1.7335
H -0.9718 1.8282 -0.2704
H 0.7612 1.8102 -0.1548
H 1.4002 -0.8645 1.0309
H 0.7678 -1.9541 -0.2598
H 1.8146 -0.5684 -1.7117
H -1.4043 -1.9239 0.3099
H -2.4202 -0.3768 0.3449
O -0.1370 1.4086 1.5643
O 2.1122 -0.4026 -0.8172
S -0.9099 -0.6805 -1.7319
```

For the HOMO energy, the calculation gives -9.07 eV. For the energy, the calculation gives -705.83166 a.u. For the energy relative to the best compared isomer or geometry (same formula, charge and spin), the calculation gives 40.1 kcal per mole. As for the structure (SMILES): OCC1(CO)CS1. Its orbital gap is 9.81 eV.

Atom charges from the Löwdin analysis, given in e for atoms 1 to 8: atom 1 (C): -0.236, atom 2 (C): -0.706, atom 3 (C): -0.294, atom 4 (C): -0.374, atom 5 (H): 0.100, atom 6 (H): 0.103, atom 7 (H): 0.113, atom 8 (H): 0.123

***

# 3
Density functional theory data (ωB97M-V with the def2-TZVPD basis set) for a single C4H8O2S molecule in a non-equilibrium geometry.

The geometry in XYZ format:
```
15
C4H8O2S (ωB97M-V with the def2-TZVPD basis set)
C 0.7035 0.3513 -0.9219
C -1.5255 0.4764 0.3549
C 0.2976 -1.0785 1.1642
C -0.3788 -0.4456 0.0047
O 1.8011 0.8247 -3.3373
O 1.4120 1.4177 -0.4076
S 0.9220 -0.0745 -2.5084
H -1.1953 1.2143 0.9578
H -1.9168 0.9100 -0.4545
H -2.3763 -0.0249 0.7756
H -0.3584 -1.0057 2.0310
H 0.6942 -2.0635 0.9383
H 1.0623 -0.4997 1.5054
H -0.6396 -1.2519 -0.6496
H 1.4979 1.2497 0.5473
```

As for the expectation value of S²: 2.009. Its multiplicity is 3. For the HOMO energy (spin up / spin down), the calculation gives -6.23 / -10.14 eV. For the energy, the calculation gives -705.70656 a.u. For the energy relative to the best compared isomer or geometry (same formula, charge and spin), the calculation gives 14.9 kcal per mole. Its orbital gap (spin up / spin down) is 6.79 / 8.26 eV.

Atom charges from the Löwdin analysis, given in e for atoms 1 to 8: atom 1 (C): -0.567, atom 2 (C): -0.044, atom 3 (C): -0.066, atom 4 (C): -0.380, atom 5 (O): -0.499, atom 6 (O): -0.001, atom 7 (S): 0.933, atom 8 (H): 0.054

***

# 4
Density functional theory data (ωB97M-V with the def2-TZVPD basis set) for 3 unconnected molecules or ions with the total composition C4H8O2S2 in a non-equilibrium geometry.

The geometry in XYZ format:
```
16
C4H8O2S2 (ωB97M-V with the def2-TZVPD basis set)
C -1.9334 -1.5326 -0.2888
C 1.7522 0.0414 -1.9173
O 0.8378 -0.8314 -1.8567
O 2.8755 0.0157 -1.3403
C -2.9148 -0.9397 0.4589
S -1.0171 1.9161 0.8633
S 0.2177 0.5681 1.8449
C 1.8206 1.0393 1.2122
H -2.1358 -2.3912 -0.8738
H -0.9589 -1.0411 -0.3608
H 1.4977 0.9699 -2.5637
H -2.5949 0.0770 0.9263
H -3.9006 -1.3914 0.5802
H 1.7610 1.1194 0.1460
H 2.0846 2.0562 1.6556
H 2.6083 0.3245 1.5141
```

For the HOMO energy, the calculation gives -8.62 eV. For the energy, the calculation gives -1103.85631 a.u. For the energy relative to the best compared isomer or geometry (same formula, charge and spin), the calculation gives 146.0 kcal per mole. Its orbital gap is 3.58 eV.

Atom charges from the Löwdin analysis, given in e for atoms 1 to 8: atom 1 (C): -0.056, atom 2 (C): -0.592, atom 3 (O): -0.071, atom 4 (O): -0.093, atom 5 (C): -0.086, atom 6 (S): 0.402, atom 7 (S): 0.638, atom 8 (C): -0.438

***

# 5
Density functional theory data (ωB97M-V with the def2-TZVPD basis set) for a single C4H8O2Si molecule in a non-equilibrium geometry.

The geometry in XYZ format:
```
15
C4H8O2Si (ωB97M-V with the def2-TZVPD basis set)
C -2.0846 -1.2489 -0.0881
C 0.5697 2.5324 -0.5551
C -1.0778 -1.0885 0.7476
C 1.1428 1.4203 -0.2450
O 1.0259 -1.4063 -1.3942
O 1.5761 -1.6890 1.0713
Si 0.7302 -0.7852 0.1495
H -3.0143 -1.5703 0.4925
H -2.0488 -1.2536 -1.1654
H 1.1222 3.4688 -0.8672
H -0.5161 2.7341 -0.7633
H -1.2271 -1.2695 1.7786
H 2.1909 1.3410 0.0254
H 1.0447 -0.7986 -2.0690
H 2.4241 -2.0754 0.8061
```

As for the expectation value of S²: 2.010. Its multiplicity is 3. For the HOMO energy (spin up / spin down), the calculation gives -3.80 / -9.37 eV. For the energy, the calculation gives -596.97836 a.u. For the energy relative to the best compared isomer or geometry (same formula, charge and spin), the calculation gives 41.1 kcal per mole. Its orbital gap (spin up / spin down) is 4.31 / 5.87 eV.

Atom charges from the Löwdin analysis, given in e for atoms 1 to 8: atom 1 (C): -0.130, atom 2 (C): -0.117, atom 3 (C): -0.253, atom 4 (C): -0.134, atom 5 (O): -0.107, atom 6 (O): -0.103, atom 7 (Si): 0.405, atom 8 (H): 0.076

***

# 6
Density functional theory data (ωB97M-V with the def2-TZVPD basis set) for 3 unconnected molecules or ions with the total composition C4H8O3 in a non-equilibrium geometry.

The geometry in XYZ format:
```
15
C4H8O3 (ωB97M-V with the def2-TZVPD basis set)
C 0.0414 -0.6640 0.7320
C 0.5486 1.4604 0.2316
C 2.0563 1.2991 0.7014
O 2.9936 1.3944 -0.1588
C -1.4377 -0.3131 0.7949
O -2.6036 -0.6856 0.4014
H 0.6424 -1.2534 -0.0658
H 0.8530 -0.7958 1.4935
H 0.4663 0.9337 -0.8331
H -0.0077 1.6003 1.1073
H 2.3524 1.1393 1.6480
H -1.5591 0.6012 1.3412
H -0.9468 -1.2998 -1.9603
H -2.1079 -1.5383 -2.7735
O -1.2912 -1.8784 -2.6601
```

For the HOMO energy, the calculation gives -10.24 eV. For the energy, the calculation gives -382.69337 a.u. For the energy relative to the best compared isomer or geometry (same formula, charge and spin), the calculation gives 170.3 kcal per mole. Its orbital gap is 8.73 eV.

Atom charges from the Löwdin analysis, given in e for atoms 1 to 8: atom 1 (C): 0.002, atom 2 (C): 0.078, atom 3 (C): -0.251, atom 4 (O): -0.024, atom 5 (C): -0.274, atom 6 (O): -0.006, atom 7 (H): 0.107, atom 8 (H): 0.084

***

# 7
Density functional theory data (ωB97M-V with the def2-TZVPD basis set) for 2 unconnected molecules or ions with the total composition C4H8O3.

The geometry in XYZ format:
```
15
C4H8O3 (ωB97M-V with the def2-TZVPD basis set)
C -1.0615 1.5364 2.3528
O -1.5319 0.6974 1.6249
C 0.7087 0.2049 0.1993
O 1.4844 -0.1143 1.0740
C -0.0106 -0.8077 -0.6594
C 0.2732 -0.5206 -2.1312
O 0.3861 -2.1059 -0.3149
H 0.0280 1.6082 2.5323
H -1.7032 2.2766 2.8608
H 0.5090 1.2697 -0.0323
H -1.0846 -0.6656 -0.4605
H -0.0633 0.4852 -2.4092
H -0.2560 -1.2468 -2.7529
H 1.3453 -0.6088 -2.3345
H 0.9765 -2.0088 0.4509
```

For the HOMO energy, the calculation gives -10.17 eV. For the energy, the calculation gives -382.88514 a.u. For the energy relative to the best compared isomer or geometry (same formula, charge and spin), the calculation gives 50.0 kcal per mole. As for the structure (SMILES): C[C@@H](O)C=O.C=O. Its orbital gap is 10.63 eV.

Atom charges from the Löwdin analysis, given in e for atoms 1 to 8: atom 1 (C): -0.110, atom 2 (O): -0.005, atom 3 (C): -0.242, atom 4 (O): 0.052, atom 5 (C): -0.429, atom 6 (C): -0.040, atom 7 (O): -0.016, atom 8 (H): 0.086

***

# 8
Density functional theory data (ωB97M-V with the def2-TZVPD basis set) for a single C4H8O3 molecule.

The geometry in XYZ format:
```
15
C4H8O3 (ωB97M-V with the def2-TZVPD basis set)
C 0.1224 -1.6098 0.7500
C 0.5787 -0.6196 -0.3069
O -0.1385 -0.8660 -1.4982
C 0.3320 0.8333 0.0978
O 0.6281 1.5972 -1.0704
C -1.1257 1.0807 0.4476
O -1.4726 1.9145 1.2523
H 0.2501 -2.6279 0.3749
H 0.7064 -1.5024 1.6689
H -0.9371 -1.4755 0.9937
H 1.6602 -0.7403 -0.4820
H 0.0441 -0.0926 -2.0570
H 0.9603 1.1349 0.9453
H 0.2521 2.4832 -0.9832
H -1.8607 0.4903 -0.1329
```

For the HOMO energy, the calculation gives -9.82 eV. For the energy, the calculation gives -382.90828 a.u. For the energy relative to the best compared isomer or geometry (same formula, charge and spin), the calculation gives 35.5 kcal per mole. As for the structure (SMILES): C[C@@H](O)[C@@H](O)C=O. Its orbital gap is 10.39 eV.

Atom charges from the Löwdin analysis, given in e for atoms 1 to 8: atom 1 (C): -0.030, atom 2 (C): -0.413, atom 3 (O): -0.028, atom 4 (C): -0.305, atom 5 (O): -0.015, atom 6 (C): -0.202, atom 7 (O): 0.075, atom 8 (H): 0.088